Record 1
Entry from the Open Molecules 2025 dataset: a molecular structure, C14H31F6ReS3Sb2Se2 (ωB97M-V/def2-TZVPD).

Last column: Mulliken charge in e.
CARTESIAN COORDINATES (ANGSTROEM)
Re  2.055  -0.575  0.468  1.3949
C  3.037  -0.310  3.857  -1.0372
Se  2.941  -1.726  2.526  0.2372
C  4.854  -1.908  2.146  -0.8759
C  5.436  -0.676  1.501  -0.6744
Se  4.425  -0.237  -0.130  0.3379
C  4.861  1.653  -0.232  -1.0232
H  3.624  -0.686  4.691  0.3916
H  2.020  -0.114  4.184  0.3437
H  3.479  0.591  3.441  0.3331
H  4.934  -2.789  1.507  0.4221
H  5.341  -2.127  3.097  0.4972
H  6.460  -0.854  1.169  0.4995
H  5.422  0.196  2.155  0.3508
H  5.936  1.728  -0.378  0.4292
H  4.543  2.156  0.675  0.3532
H  4.342  2.055  -1.100  0.2977
S  1.253  3.587  -0.955  0.0147
C  1.205  2.112  -0.352  0.1482
S  0.758  0.613  -1.313  -0.4051
S  1.631  1.562  1.261  -0.3324
C  -1.983  -0.380  -3.617  -1.4261
C  -2.313  -0.906  -2.227  1.1354
C  -3.784  -1.251  -2.027  -1.3762
Sb  -1.680  0.518  -0.741  0.1288
C  -2.194  2.551  -1.237  0.4092
C  -3.562  2.627  -1.912  -1.2256
C  -2.104  3.451  -0.005  -1.4492
C  -2.300  0.195  1.312  0.4588
C  -1.979  -1.159  1.918  -1.2895
C  -3.813  0.450  1.265  -1.4229
H  -2.188  -1.176  -4.334  0.4693
H  -0.933  -0.110  -3.730  0.3632
H  -2.599  0.473  -3.896  0.2802
H  -1.697  -1.768  -2.007  -0.2171
H  -4.437  -0.390  -2.177  0.3217
H  -3.982  -1.683  -1.047  0.3986
H  -4.060  -2.001  -2.769  0.4756
H  -1.417  2.819  -1.958  0.5538
H  -4.372  2.334  -1.246  0.2766
H  -3.625  2.028  -2.816  0.2697
H  -3.742  3.663  -2.198  0.4697
H  -2.931  3.277  0.682  0.3233
H  -2.174  4.490  -0.329  0.4422
H  -1.171  3.344  0.548  0.3364
H  -1.794  1.001  1.852  0.5161
H  -2.247  -1.989  1.263  0.2930
H  -2.569  -1.260  2.829  0.5475
H  -0.928  -1.259  2.187  0.1223
H  -4.339  -0.337  0.728  0.2594
H  -4.085  1.411  0.835  0.3146
H  -4.185  0.443  2.291  0.5111
F  0.281  -1.966  0.210  -0.3971
Sb  0.912  -3.554  -0.890  2.2164
F  1.207  -4.369  0.755  -0.5034
F  2.547  -2.492  -0.517  -0.7895
F  1.849  -4.801  -1.869  -0.4583
F  0.690  -2.370  -2.330  -0.5378
F  -0.858  -4.107  -1.012  -0.5030

gap between HOMO and LUMO (alpha / beta)	7.55 / 7.00	eV
LUMO level (alpha / beta)	-6.94 / -7.70	eV
spin multiplicity	3
net charge	+2
HOMO energy (alpha / beta)	-14.488 / -14.701	eV
energy above the lowest of the compared OMol25 structures with the same formula, charge and spin	0.138	eV

***

Record 2
Entry from the Open Molecules 2025 dataset: 2 unconnected molecules or ions with the total composition C14H31N3O4P in a non-equilibrium geometry (ωB97M-V/def2-TZVPD).

Last column: Mulliken charge in e.
CARTESIAN COORDINATES (ANGSTROEM)
C  7.379  1.954  1.303  -1.0886
C  6.471  0.854  0.666  -0.1242
C  6.051  -0.217  1.674  0.4557
O  6.697  -0.380  2.625  -0.4801
O  4.972  -1.050  1.497  -0.4188
C  3.891  -0.438  0.767  -0.3077
C  2.652  -1.331  0.868  -0.6221
O  1.419  -0.757  0.359  -0.2789
C  1.584  0.348  -0.436  0.3711
O  1.872  0.215  -1.556  -0.4975
N  1.405  1.662  0.096  -0.3286
P  1.060  1.723  1.815  0.5549
N  0.418  3.127  2.119  -0.8444
H  7.034  2.923  0.916  0.3245
H  8.419  1.830  0.997  0.2686
H  7.242  1.991  2.386  0.3355
H  7.060  0.371  -0.128  0.3157
H  5.639  1.372  0.175  0.1604
H  3.755  0.562  1.203  0.2690
H  4.222  -0.375  -0.280  0.4388
H  2.879  -2.257  0.322  0.3028
H  2.449  -1.625  1.905  0.3261
H  2.305  2.128  -0.029  0.4254
H  0.077  0.756  2.145  0.0597
H  2.219  1.477  2.606  0.0997
H  0.397  3.661  1.252  0.2567
C  -2.614  1.765  0.098  -1.4488
C  -1.847  0.675  -0.647  0.1549
C  -2.663  -0.230  -1.556  -0.8237
N  -3.625  -1.185  -0.864  0.5508
C  -3.126  -1.650  0.467  -1.3725
C  -5.011  -0.559  -0.726  -0.5510
C  -5.742  -0.963  -1.988  -0.6056
C  -5.314  -2.408  -2.172  -0.5827
C  -3.846  -2.422  -1.766  -0.5254
H  -3.371  1.361  0.773  0.2820
H  -1.920  2.350  0.706  0.3887
H  -3.101  2.449  -0.601  0.3489
H  -1.263  0.082  0.062  -0.0226
H  -1.107  1.174  -1.278  0.5608
H  -1.959  -0.851  -2.110  0.3679
H  -3.240  0.349  -2.277  0.2691
H  -3.110  -0.810  1.157  0.3722
H  -2.130  -2.069  0.336  0.4755
H  -3.808  -2.410  0.842  0.5330
H  -5.485  -0.993  0.154  0.3890
H  -4.917  0.517  -0.604  0.2458
H  -5.422  -0.353  -2.836  0.2679
H  -6.821  -0.860  -1.892  0.4213
H  -5.454  -2.757  -3.193  0.3480
H  -5.891  -3.066  -1.519  0.3133
H  -3.193  -2.347  -2.631  0.3241
H  -3.587  -3.316  -1.204  0.3453

gap between HOMO and LUMO	8.84	eV
LUMO level	-2.41	eV
net charge	+1
HOMO energy	-11.248	eV

***

Record 3
Entry from the Open Molecules 2025 dataset: a molecular structure, C14H32AlBBrINO5 in a non-equilibrium geometry (ωB97M-V/def2-TZVPD).

Last column: Mulliken charge in e.
CARTESIAN COORDINATES (ANGSTROEM)
C  1.970  -2.696  -1.906  -0.1134
C  1.493  -2.517  -3.016  -0.2434
C  0.736  -2.218  -4.346  -0.6164
Al  -0.829  -0.902  -4.035  0.0657
Br  -1.917  -0.519  -6.144  -0.5746
B  -0.143  0.874  -3.119  0.2453
N  0.107  2.077  -3.957  -0.7627
O  0.061  0.923  -1.692  -0.1645
C  -2.101  -1.748  -2.635  -0.0882
I  -2.293  -3.890  -2.975  -0.1239
C  -3.474  -0.970  -2.480  -0.1814
C  -4.629  -1.431  -3.456  -1.0660
H  2.429  -3.188  -1.020  0.3210
H  0.257  -3.202  -4.644  0.1935
H  1.460  -1.847  -5.135  0.3298
H  0.333  2.841  -3.289  0.2279
H  -0.804  2.357  -4.351  0.2740
H  -0.734  1.252  -1.230  0.1748
H  -1.550  -1.625  -1.646  0.0218
H  -3.897  -0.982  -1.425  0.2655
H  -3.264  0.128  -2.708  0.0995
H  -5.564  -0.850  -3.157  0.3337
H  -4.426  -1.120  -4.528  0.1885
H  -4.906  -2.517  -3.382  0.2892
C  3.245  -0.945  2.083  -0.6924
O  3.538  -0.560  0.751  -0.4612
C  2.549  0.315  0.209  0.3425
C  3.012  1.763  0.243  -0.6078
O  3.141  2.242  1.584  -0.3654
C  4.487  2.250  2.028  -0.7615
H  4.144  -1.387  2.517  0.2975
H  2.944  -0.093  2.699  0.2988
H  2.448  -1.696  2.082  0.2460
H  1.595  0.196  0.732  -0.0461
H  2.398  0.020  -0.832  0.0789
H  2.254  2.383  -0.245  0.3265
H  3.951  1.887  -0.307  0.3766
H  5.018  3.099  1.584  0.3216
H  5.006  1.321  1.779  0.3249
H  4.485  2.368  3.113  0.2442
C  -1.320  -1.209  2.631  -0.7450
O  -0.358  -0.171  2.760  -0.2840
C  -0.855  1.087  2.317  -0.0092
C  -1.276  1.961  3.490  -0.7607
O  -2.401  1.413  4.172  -0.3861
C  -2.035  0.735  5.363  -0.6882
H  -0.977  -2.065  3.214  0.2322
H  -2.302  -0.905  3.002  0.3891
H  -1.401  -1.509  1.581  0.1995
H  -1.680  0.954  1.610  0.2617
H  -0.036  1.585  1.787  0.1986
H  -1.582  2.939  3.105  0.3689
H  -0.440  2.119  4.180  0.3490
H  -1.807  1.463  6.148  0.3283
H  -1.176  0.077  5.212  0.2793
H  -2.884  0.130  5.683  0.2475

gap between HOMO and LUMO	7.22	eV
LUMO level	2.46	eV
net charge	-1
HOMO energy	-4.764	eV